No. 1
# C38H35MgN2P2

C38H35MgN2P2 as an isolated structure (the ωB97M-V functional and the def2-TZVPD basis, the Open Molecules 2025 dataset).

Its energy above the lowest of the compared OMol25 structures with the same formula, charge and spin is 92.9 kJ/mol. Its charge is +1. The value obtained for the calculated total energy is -66972.8928 eV. For the HOMO energy, the calculation gives -10.606 eV. The calculation puts the frontier orbital gap at 7.717 eV. Its multiplicity is 1.

```
78
C38H35MgN2P2 (the ωB97M-V functional and the def2-TZVPD basis)
Mg 0.31 -0.33 -0.74
C -1.62 -2.87 -1.46
N -0.36 -2.09 -1.47
C 0.63 -2.57 -2.18
C 1.82 -1.82 -2.40
C 2.96 -2.12 -3.14
C 3.76 -0.97 -3.13
C 3.05 -0.02 -2.38
N 1.88 -0.51 -1.93
C -1.50 -4.24 -0.84
C -1.23 -5.35 -1.64
C -1.07 -6.61 -1.07
C -1.18 -6.76 0.30
C -1.46 -5.67 1.11
C -1.62 -4.41 0.53
H -1.99 -2.96 -2.48
H -2.37 -2.29 -0.91
H 0.54 -3.55 -2.64
H 3.18 -3.06 -3.63
H 4.71 -0.83 -3.60
H 3.35 0.99 -2.15
H -1.17 -5.24 -2.72
H -0.87 -7.46 -1.70
H -1.06 -7.74 0.75
H -1.58 -5.79 2.18
H -1.86 -3.56 1.16
C 0.92 3.62 -0.09
C 1.35 2.21 0.32
P 0.13 1.42 1.48
C 0.66 2.14 3.07
C 1.71 1.61 3.82
C 2.10 2.23 5.00
C 1.45 3.37 5.44
C 0.39 3.89 4.70
C -0.01 3.27 3.53
C 0.80 -0.32 1.60
C 2.07 -0.77 1.21
C 2.46 -2.08 1.45
C 1.60 -2.95 2.11
C 0.34 -2.51 2.51
C -0.06 -1.22 2.24
P -0.50 3.93 -1.23
C -0.35 2.58 -2.48
C 0.24 2.97 -3.68
C 0.34 2.10 -4.76
C -0.22 0.83 -4.69
C -0.83 0.42 -3.52
C -0.86 1.28 -2.43
C -1.97 3.49 -0.25
C -2.20 4.27 0.89
C -3.33 4.09 1.67
C -4.28 3.14 1.31
C -4.09 2.40 0.15
C -2.95 2.58 -0.63
H 1.76 4.09 -0.61
H 0.75 4.25 0.79
H 2.33 2.23 0.79
H 1.49 1.65 -0.62
H 2.24 0.72 3.50
H 2.92 1.81 5.58
H 1.75 3.85 6.36
H -0.14 4.77 5.05
H -0.86 3.66 2.97
H 2.78 -0.10 0.73
H 3.44 -2.42 1.13
H 1.91 -3.97 2.29
H -0.32 -3.19 3.03
H -1.05 -0.89 2.53
H 0.62 3.98 -3.78
H 0.82 2.43 -5.67
H -0.18 0.17 -5.55
H -1.25 -0.57 -3.44
H -1.36 0.92 -1.52
H -1.49 5.05 1.17
H -3.48 4.70 2.55
H -5.16 2.99 1.91
H -4.85 1.69 -0.17
H -2.86 2.02 -1.55
```

=====

No. 2
# C38H35N3O6TeTi

C38H35N3O6TeTi as an isolated structure (the ωB97M-V functional and the def2-TZVPD basis, the Open Molecules 2025 dataset).

Its energy above the lowest of the compared OMol25 structures with the same formula, charge and spin is 279.1 kJ/mol. Its charge is -2. The value obtained for the calculated total energy is -87141.4264 eV. For the HOMO energy, the calculation gives -1.474 eV. The calculation puts the frontier orbital gap at 5.360 eV. Its multiplicity is 1.

```
84
C38H35N3O6TeTi (the ωB97M-V functional and the def2-TZVPD basis)
Ti 0.25 -0.07 0.01
O -0.55 3.57 4.76
C -0.31 2.66 3.76
C 0.72 2.86 2.85
C 0.88 1.90 1.86
N 0.19 0.77 1.91
C -0.93 0.68 2.62
C -1.20 1.60 3.62
C -1.96 -0.27 1.99
O -2.92 -0.66 2.64
O -1.69 -0.46 0.75
C 1.43 2.17 0.40
O 2.26 3.09 0.20
O 1.88 0.75 0.01
H 0.08 4.29 4.66
H 1.29 3.77 2.80
H -2.11 1.53 4.20
C 0.03 4.99 0.38
C -0.26 4.44 -0.99
C -0.60 5.34 -1.99
C -1.07 4.94 -3.23
C -1.25 3.58 -3.43
C -0.93 2.64 -2.46
C -1.28 1.21 -2.76
C -0.32 3.03 -1.23
N 0.06 2.09 -0.32
H -0.22 6.05 0.42
H 1.07 4.83 0.67
H -0.59 4.47 1.11
H -0.52 6.40 -1.76
H -1.32 5.66 -4.00
H -1.67 3.22 -4.37
H -1.13 0.96 -3.81
H -2.32 0.98 -2.50
H -0.69 0.50 -2.17
C -5.03 -5.33 -5.99
C -4.07 -4.75 -4.98
C -4.12 -5.14 -3.65
C -3.25 -4.61 -2.70
C -3.40 -5.08 -1.27
C -2.29 -3.66 -3.08
Te -0.95 -2.83 -1.57
N 0.89 -1.79 0.19
C 1.51 -2.81 0.75
O 1.56 -3.97 0.32
C 2.21 -2.53 2.08
C 2.31 -3.56 3.01
C 2.93 -3.35 4.23
C 3.49 -2.11 4.52
C 3.41 -1.09 3.58
C 2.77 -1.29 2.37
C 0.70 -3.52 -2.71
C 0.73 -4.90 -2.94
C 1.71 -5.47 -3.73
C 2.68 -4.66 -4.31
C 2.65 -3.30 -4.08
C 1.68 -2.70 -3.28
C 1.73 -1.22 -3.07
C -2.25 -3.25 -4.42
C -1.26 -2.24 -4.93
C -3.13 -3.81 -5.34
H -5.63 -6.12 -5.56
H -4.49 -5.74 -6.85
H -5.71 -4.56 -6.38
H -4.85 -5.88 -3.33
H -3.94 -6.03 -1.25
H -3.95 -4.36 -0.67
H -2.43 -5.21 -0.79
H 1.89 -4.53 2.75
H 2.99 -4.16 4.95
H 3.98 -1.94 5.47
H 3.84 -0.12 3.79
H 2.69 -0.49 1.64
H -0.01 -5.53 -2.48
H 1.72 -6.54 -3.89
H 3.45 -5.09 -4.94
H 3.41 -2.66 -4.53
H 2.45 -0.76 -3.74
H 2.02 -0.98 -2.04
H 0.75 -0.75 -3.25
H -0.96 -1.54 -4.15
H -1.69 -1.66 -5.75
H -0.36 -2.73 -5.30
H -3.07 -3.48 -6.38
```

=====

No. 3
# C38H35N8OScTe

C38H35N8OScTe as an isolated structure (the ωB97M-V functional and the def2-TZVPD basis, the Open Molecules 2025 dataset).

Its energy above the lowest of the compared OMol25 structures with the same formula, charge and spin is 0.0 kJ/mol. Its charge is +2. The value obtained for the calculated total energy is -81930.5175 eV. For the HOMO energy, the calculation gives -13.166 eV. The calculation puts the frontier orbital gap at 7.322 eV. Its multiplicity is 1.

```
84
C38H35N8OScTe (the ωB97M-V functional and the def2-TZVPD basis)
Sc -0.30 0.61 -0.38
C 2.53 1.35 0.85
N 1.74 0.12 0.72
C 2.43 -0.96 0.01
C 1.41 -1.91 -0.53
N 0.16 -1.56 -0.78
C -0.43 -2.68 -1.38
C -1.71 -2.88 -1.91
C -1.99 -4.12 -2.44
C -1.04 -5.15 -2.47
C 0.24 -4.96 -1.98
C 0.51 -3.71 -1.45
N 1.68 -3.17 -0.90
C 1.58 2.47 1.11
N 0.28 2.35 0.88
C -0.28 3.58 1.20
C -1.61 4.01 1.16
C -1.87 5.31 1.55
C -0.84 6.17 1.96
C 0.48 5.75 2.01
C 0.73 4.44 1.62
N 1.90 3.69 1.56
H 3.04 1.54 -0.10
H 3.29 1.28 1.64
H 1.51 -0.22 1.65
H 3.14 -1.49 0.66
H 2.97 -0.53 -0.83
H -2.44 -2.09 -1.93
H -2.97 -4.30 -2.86
H -1.31 -6.10 -2.90
H 0.98 -5.74 -2.03
H 2.56 -3.63 -0.80
H -2.41 3.34 0.85
H -2.88 5.68 1.54
H -1.09 7.18 2.25
H 1.27 6.42 2.34
H 2.83 4.01 1.78
C -2.88 3.48 -2.81
C -2.35 2.37 -1.97
N -1.10 2.14 -1.77
N -0.15 2.93 -2.38
C 1.01 2.33 -2.28
O 1.14 1.15 -1.72
C 2.21 3.00 -2.78
C 3.40 2.28 -2.92
C 4.55 2.91 -3.38
C 4.51 4.27 -3.69
C 3.33 4.99 -3.56
C 2.18 4.36 -3.11
C -3.25 1.39 -1.33
C -4.63 1.47 -1.44
C -5.42 0.49 -0.86
C -4.81 -0.55 -0.19
C -3.42 -0.56 -0.11
N -2.65 0.38 -0.65
H -2.06 4.09 -3.18
H -3.56 4.10 -2.22
H -3.44 3.08 -3.66
H 3.41 1.22 -2.70
H 5.46 2.35 -3.50
H 5.41 4.76 -4.05
H 3.31 6.04 -3.81
H 1.26 4.91 -3.00
H -5.07 2.29 -1.98
H -6.49 0.54 -0.94
H -5.38 -1.35 0.27
H -2.91 -1.37 0.39
C -0.97 -2.31 2.55
Te -1.44 -0.22 2.59
C 0.27 -0.10 3.88
C 1.10 -1.31 3.54
C 2.45 -1.38 3.87
C 3.20 -2.50 3.55
C 2.60 -3.57 2.90
C 1.25 -3.51 2.57
C 0.50 -2.38 2.88
H -1.19 -2.73 1.57
H -1.59 -2.81 3.29
H -0.09 -0.12 4.90
H 0.79 0.84 3.72
H 2.92 -0.55 4.39
H 4.25 -2.54 3.81
H 3.17 -4.45 2.66
H 0.78 -4.35 2.07
```

=====

No. 4
# C38H36As2CaF10N6Se4

C38H36As2CaF10N6Se4 as an isolated structure (the ωB97M-V functional and the def2-TZVPD basis, the Open Molecules 2025 dataset).

Its charge is -2. The value obtained for the calculated total energy is -477609.9655 eV. For the HOMO energy, the calculation gives -1.034 eV. The calculation puts the frontier orbital gap at 4.121 eV. Its multiplicity is 1.

```
97
C38H36As2CaF10N6Se4 (the ωB97M-V functional and the def2-TZVPD basis)
Ca 0.39 1.38 -0.07
C 1.45 4.33 1.78
N 2.03 3.09 1.26
C 2.62 2.32 2.36
C 1.59 1.41 3.01
N 1.26 0.24 2.20
C 2.02 -0.85 2.32
C 3.26 -1.03 3.01
F 3.87 0.01 3.64
C 3.96 -2.23 3.05
F 5.13 -2.28 3.71
C 3.49 -3.36 2.44
F 4.19 -4.52 2.47
C 2.27 -3.27 1.79
F 1.75 -4.37 1.21
C 1.58 -2.09 1.75
F 0.37 -2.12 1.17
C 3.03 3.44 0.24
C 3.43 2.27 -0.64
N 2.28 1.84 -1.43
C 2.52 1.29 -2.63
C 3.74 0.80 -3.16
F 4.85 0.71 -2.38
C 3.88 0.30 -4.44
F 5.09 -0.13 -4.86
C 2.81 0.20 -5.29
F 2.95 -0.26 -6.55
C 1.57 0.58 -4.80
F 0.49 0.44 -5.59
C 1.44 1.09 -3.54
F 0.21 1.41 -3.11
H 2.24 4.99 2.16
H 0.90 4.86 1.00
H 0.77 4.11 2.60
H 3.42 1.69 1.97
H 3.07 3.00 3.10
H 1.93 1.14 4.02
H 0.66 1.98 3.13
H 2.59 4.20 -0.40
H 3.93 3.86 0.72
H 4.25 2.63 -1.28
H 3.84 1.46 -0.03
Se -2.53 1.37 -1.67
Se -2.73 3.66 -1.75
Se -0.42 4.16 -1.60
Se -0.24 6.39 -1.06
C -2.27 5.14 1.80
As -1.77 3.25 1.77
C -1.75 3.08 3.75
C -3.53 2.40 1.67
C -4.71 3.12 1.66
C -5.94 2.48 1.77
C -5.98 1.10 1.90
C -4.80 0.37 1.87
C -3.57 1.00 1.72
As -1.92 -0.05 1.44
C -1.88 -0.89 3.23
C -2.76 -1.55 0.50
H -3.05 5.32 2.55
H -2.60 5.46 0.82
H -1.38 5.72 2.05
H -2.71 3.42 4.15
H -0.95 3.68 4.18
H -1.60 2.03 4.03
H -4.68 4.20 1.54
H -6.85 3.06 1.75
H -6.93 0.59 2.02
H -4.86 -0.71 1.94
H -2.88 -1.20 3.52
H -1.48 -0.19 3.96
H -1.22 -1.76 3.19
H -3.36 -1.13 -0.32
H -3.40 -2.13 1.16
H -1.99 -2.20 0.09
C 2.07 -2.46 -2.10
C 1.84 -1.34 -1.32
N 0.66 -0.72 -1.28
C -0.34 -1.22 -2.00
C -0.23 -2.38 -2.76
C 1.02 -2.98 -2.84
C -1.42 -2.84 -3.49
C -1.89 -4.07 -3.72
C -1.55 -5.36 -3.10
C -2.18 -6.52 -3.56
C -1.88 -7.71 -2.94
N -1.04 -7.80 -1.91
C -0.51 -6.64 -1.52
N -0.71 -5.44 -2.06
H 3.05 -2.90 -2.15
H 2.63 -0.91 -0.72
H -1.27 -0.66 -1.99
H 1.18 -3.83 -3.49
H -2.01 -2.03 -3.92
H -2.74 -4.14 -4.39
H -2.89 -6.48 -4.38
H -2.33 -8.64 -3.26
H 0.16 -6.67 -0.67
```

=====

No. 5
# C38H36ClN4O2S2SeTc

C38H36ClN4O2S2SeTc as an isolated structure (the ωB97M-V functional and the def2-TZVPD basis, the Open Molecules 2025 dataset).

Its energy above the lowest of the compared OMol25 structures with the same formula, charge and spin is 32.9 kJ/mol. Its charge is +1. The value obtained for the calculated total energy is -151776.2641 eV. For the HOMO energy (alpha / beta), the calculation gives -11.309 / -11.393 eV. As for the expectation value of S²: 0.77. The calculation puts the frontier orbital gap (alpha / beta) at 6.600 / 6.724 eV. Its multiplicity is 2.

```
85
C38H36ClN4O2S2SeTc (the ωB97M-V functional and the def2-TZVPD basis)
Tc -2.19 -2.25 0.51
O 1.46 -2.32 5.03
S 0.12 -2.40 5.52
O -0.17 -2.91 6.82
N -0.78 -3.26 4.37
C -1.59 -2.48 3.79
S -2.60 -3.15 2.50
C -1.67 -1.07 4.24
C -2.51 -0.05 3.85
C -2.36 1.19 4.47
C -1.39 1.39 5.44
C -0.55 0.35 5.85
C -0.73 -0.87 5.24
H -3.28 -0.21 3.11
H -3.02 2.01 4.20
H -1.30 2.36 5.91
H 0.18 0.49 6.63
C 4.92 -1.36 2.16
C 3.48 -1.35 1.68
C 2.67 -0.23 2.33
C 1.21 -0.23 1.90
N 1.08 -0.01 0.46
C 0.69 -0.88 -0.48
Se 0.05 -2.66 -0.24
N 0.76 -0.30 -1.68
C 0.39 -0.92 -2.96
C 1.41 -1.93 -3.48
C 2.78 -1.37 -3.82
C 3.72 -1.18 -2.63
C 1.21 1.00 -1.52
C 1.45 2.02 -2.44
C 1.84 3.24 -1.92
C 1.99 3.44 -0.54
C 1.78 2.42 0.37
C 1.40 1.19 -0.16
H 5.49 -2.17 1.69
H 4.97 -1.51 3.24
H 5.42 -0.42 1.92
H 3.00 -2.31 1.90
H 3.46 -1.24 0.59
H 3.13 0.74 2.12
H 2.68 -0.36 3.41
H 0.62 0.54 2.40
H 0.76 -1.20 2.12
H 0.28 -0.10 -3.67
H -0.59 -1.38 -2.82
H 0.95 -2.38 -4.36
H 1.52 -2.75 -2.75
H 2.67 -0.42 -4.37
H 3.26 -2.06 -4.53
H 3.39 -0.39 -1.95
H 4.72 -0.92 -2.96
H 3.79 -2.11 -2.05
H 1.33 1.87 -3.50
H 2.03 4.06 -2.60
H 2.29 4.41 -0.18
H 1.90 2.58 1.43
Cl -1.67 -1.26 -6.33
C -2.27 -1.73 -4.77
C -3.00 -0.83 -4.02
C -3.43 -1.20 -2.75
C -3.15 -2.46 -2.24
C -3.56 -2.83 -0.86
C -2.43 -3.36 -3.03
C -2.00 -3.01 -4.30
H -3.23 0.15 -4.42
H -3.99 -0.49 -2.15
H -3.65 -3.92 -0.71
H -4.49 -2.34 -0.54
H -2.21 -4.35 -2.66
H -1.45 -3.71 -4.91
N -1.56 7.54 -1.17
C -1.69 6.42 -0.96
C -1.83 5.01 -0.69
C -1.71 4.09 -1.73
C -1.81 2.74 -1.46
C -2.04 2.30 -0.15
C -2.19 3.23 0.88
C -2.08 4.58 0.61
C -2.10 0.90 0.12
C -2.16 -0.30 0.34
H -1.53 4.44 -2.73
H -1.70 2.02 -2.26
H -2.39 2.89 1.88
H -2.19 5.31 1.41
```

=====

> What is the multiplicity in the first record?

1

=====

> Which value of calculated total energy does entry 3 give?

-81930.5175 eV

=====

> Among the records above, which one has the highest calculated total energy?

C38H35MgN2P2